No. 1
This record from the Open Molecules 2025 dataset describes one molecule with the formula C5H9NO in a non-equilibrium geometry. The level of theory is wB97M-V/def2-TZVPD.

CARTESIAN COORDINATES (ANGSTROEM)
O: -0.497 2.343 -2.224
N: 1.205 1.543 -0.386
C: 0.699 0.733 0.661
C: -0.314 1.575 -1.356
C: -0.186 -0.319 0.148
C: -1.216 -0.861 1.099
C: 0.309 -1.252 -0.922
H: 1.570 2.422 0.006
H: -2.179 -0.833 0.584
H: -1.302 -0.245 2.000
H: 0.615 -2.235 -0.526
H: -0.518 -1.432 -1.613
H: 1.416 -0.031 1.044
H: -1.043 -1.906 1.398
H: 1.136 -0.800 -1.472
H: 0.272 1.233 1.547

Forces on the atoms, in the same order (eV/Å):
O 0.235 -1.197 1.248
N -0.831 0.103 -0.057
C 0.051 -0.271 -0.024
C 0.928 0.485 0.412
C -0.393 0.315 -0.377
C -0.202 0.146 -0.163
C -0.107 0.142 -0.100
H -0.256 -0.205 -0.517
H -0.101 -0.097 0.076
H 0.014 -0.095 -0.205
H -0.090 0.273 0.112
H 0.138 -0.099 -0.037
H 0.578 0.392 0.157
H 0.109 0.247 -0.238
H -0.127 -0.078 0.042
H 0.056 -0.061 -0.328

As for the strongest force on any atom: 1.745 eV/A. The HOMO energy (spin up / spin down) comes out at -7.9 / -7.9 eV. The calculation puts the frontier orbital gap (spin up / spin down) at 7.9 / 7.9 eV. The charge is 0.

No. 2
This record from the Open Molecules 2025 dataset describes one molecule with the formula C5H9NO in a non-equilibrium geometry. The level of theory is wB97M-V/def2-TZVPD.

CARTESIAN COORDINATES (ANGSTROEM)
O: -1.884 -2.788 -0.986
N: -0.793 -2.425 -0.560
C: 1.519 -1.167 0.656
C: 0.428 -0.411 0.039
C: 0.526 1.096 0.144
C: -1.883 -0.003 -0.913
C: -0.659 -0.891 -0.588
H: -0.062 1.186 1.070
H: 2.055 -1.611 -0.196
H: 2.131 -0.439 1.121
H: 1.571 1.294 0.372
H: 0.293 1.638 -0.706
H: -1.415 0.839 -1.279
H: -2.553 0.138 -0.129
H: -2.624 -0.419 -1.626
H: 1.242 -1.996 1.304

Forces on the atoms, in the same order (eV/Å):
O 1.752 0.352 0.752
N -1.731 2.007 -0.954
C 0.251 -1.183 -1.094
C -1.559 0.710 -1.526
C 1.511 -2.313 2.495
C 0.622 -3.320 -1.484
C -1.484 -2.288 1.006
H -0.036 1.312 -0.387
H 0.335 -0.009 0.414
H 0.935 0.151 0.803
H -0.023 0.439 0.191
H -1.099 1.095 -1.286
H 0.009 2.239 -0.795
H -0.457 0.682 2.091
H 1.115 -0.078 -0.296
H -0.141 0.204 0.069

As for the strongest force on any atom: 3.723 eV/A. The HOMO energy (spin up / spin down) comes out at -8.7 / -8.7 eV. The calculation puts the frontier orbital gap (spin up / spin down) at 8.7 / 8.7 eV. The charge is 0.

No. 3
This record from the Open Molecules 2025 dataset describes a 2-piece molecular cluster, C5H9NO overall. The level of theory is wB97M-V/def2-TZVPD.

CARTESIAN COORDINATES (ANGSTROEM)
O: 0.009 -1.507 1.282
N: -1.912 -2.181 0.136
C: -0.023 1.840 0.319
C: -0.408 -0.435 -0.756
C: 0.875 -0.358 1.216
C: 0.192 0.537 0.217
C: -0.867 -1.484 0.226
H: 0.966 0.071 2.217
H: -2.022 -2.756 0.972
H: 0.368 2.416 1.153
H: 1.161 1.704 -1.987
H: -1.212 -0.058 -1.387
H: 1.243 1.378 -2.651
H: -0.616 2.369 -0.423
H: 0.379 -0.865 -1.394
H: 1.867 -0.670 0.859

Forces on the atoms, in the same order (eV/Å):
O -0.100 -0.073 -0.017
N 0.361 0.076 0.117
C 0.015 -0.128 0.017
C -0.073 0.038 -0.025
C 0.137 0.194 0.050
C -0.051 0.230 0.088
C -0.270 -0.122 -0.168
H -0.040 -0.054 -0.146
H 0.015 -0.057 -0.059
H -0.002 -0.065 -0.105
H 0.062 -0.049 -0.156
H 0.074 -0.043 0.171
H 0.026 0.056 -0.026
H 0.122 -0.062 0.103
H -0.108 0.059 0.057
H -0.168 0.001 0.100

As for the strongest force on any atom: 0.387 eV/A. The HOMO energy comes out at -10.0 eV. The calculation puts the frontier orbital gap at 10.9 eV. The charge is 0.

No. 4
This record from the Open Molecules 2025 dataset describes a 2-piece molecular cluster, C5H9NO overall in a non-equilibrium geometry. The level of theory is wB97M-V/def2-TZVPD.

CARTESIAN COORDINATES (ANGSTROEM)
O: 3.234 -0.860 -2.199
N: -0.437 0.481 -1.321
C: -0.926 1.278 0.701
C: -0.744 -0.920 2.057
C: -0.485 -0.629 -0.428
C: -0.798 -0.094 0.815
C: -0.707 1.627 -0.596
H: -0.625 0.490 -2.306
H: -0.757 -1.544 -0.919
H: 4.071 -0.512 -1.926
H: -0.813 -0.331 2.985
H: -0.910 2.534 -1.141
H: 0.056 -1.643 2.177
H: -1.087 1.935 1.541
H: -1.688 -1.455 2.235
H: 2.615 -0.359 -1.675

Forces on the atoms, in the same order (eV/Å):
O -0.349 -0.354 -0.361
N -0.531 0.159 1.723
C 0.250 1.249 0.602
C -1.785 0.144 1.612
C -1.187 2.141 -1.531
C 1.459 -2.487 -0.237
C -0.409 -0.504 -1.154
H 0.246 -0.481 -0.144
H 0.683 -0.671 0.424
H 0.865 0.187 0.123
H 0.718 0.354 -0.388
H 0.377 0.230 0.203
H 0.221 0.143 -0.374
H -0.055 0.136 -0.133
H 0.084 -0.417 -0.626
H -0.588 0.171 0.263

As for the strongest force on any atom: 2.893 eV/A. The HOMO energy comes out at -8.2 eV. The calculation puts the frontier orbital gap at 9.1 eV. The charge is 0.

No. 5
This record from the Open Molecules 2025 dataset describes C5H9NO as an isolated structure. The level of theory is wB97M-V/def2-TZVPD.

CARTESIAN COORDINATES (ANGSTROEM)
O: 0.710 -0.286 1.663
N: -1.619 -0.985 2.092
C: -1.139 -0.294 1.241
C: -0.658 0.290 -0.037
C: 0.764 -0.286 0.251
C: 1.924 0.558 -0.248
C: -1.470 -0.040 -1.284
H: -1.346 -1.082 -1.596
H: -1.156 0.608 -2.108
H: 1.841 1.585 0.124
H: -2.536 0.140 -1.112
H: 2.855 0.137 0.143
H: -0.389 -0.987 2.266
H: 1.985 0.574 -1.343
H: 0.841 -1.303 -0.175
H: -0.607 1.372 0.124

Forces on the atoms, in the same order (eV/Å):
O 0.200 -0.156 0.166
N 0.184 0.507 -0.706
C -0.668 -0.449 0.430
C -0.013 0.100 0.039
C 0.110 0.107 -0.177
C -0.009 0.015 -0.022
C -0.030 -0.039 -0.030
H 0.015 0.132 0.134
H -0.001 -0.128 0.120
H -0.036 -0.146 -0.040
H 0.165 -0.012 -0.044
H -0.141 0.047 -0.077
H 0.311 -0.024 -0.010
H -0.063 -0.005 0.149
H -0.078 0.115 0.117
H 0.053 -0.064 -0.048

As for the strongest force on any atom: 0.913 eV/A. The HOMO energy comes out at -9.4 eV. The calculation puts the frontier orbital gap at 10.3 eV. The charge is 0.

No. 6
This record from the Open Molecules 2025 dataset describes one molecule with the formula C5H9NO in a non-equilibrium geometry. The level of theory is wB97M-V/def2-TZVPD.

CARTESIAN COORDINATES (ANGSTROEM)
O: -1.524 -0.894 -0.810
N: -0.166 0.742 1.119
C: 0.891 2.182 -0.656
C: -0.216 -1.300 -0.413
C: -1.389 -2.144 -0.136
C: 0.405 -0.485 0.642
C: 1.036 1.002 0.517
H: -1.561 -3.005 -0.769
H: -0.110 2.049 -1.107
H: 0.581 -1.123 1.567
H: -1.799 -2.175 0.875
H: 1.672 2.128 -1.370
H: 0.924 3.165 -0.152
H: -1.016 0.929 0.622
H: 0.437 -1.576 -1.230
H: 1.836 0.504 1.300

Forces on the atoms, in the same order (eV/Å):
O -0.277 -0.039 -0.343
N -2.847 -0.355 2.555
C 0.105 -1.971 2.337
C -0.470 0.329 -0.384
C 0.217 0.266 0.058
C -0.302 -0.278 0.639
C 1.925 -1.913 -0.055
H -0.069 -0.101 0.077
H 0.644 -0.075 0.134
H 0.978 0.670 -1.291
H 0.082 -0.001 -0.196
H 0.612 -0.022 -0.790
H 0.006 -0.625 -0.048
H -0.129 0.584 -0.550
H -0.043 -0.169 -0.241
H -0.434 3.698 -1.902

As for the strongest force on any atom: 4.181 eV/A. The HOMO energy comes out at -8.0 eV. The calculation puts the frontier orbital gap at 9.1 eV. The charge is 0.

No. 7
This record from the Open Molecules 2025 dataset describes one molecule with the formula C5H9NO in a non-equilibrium geometry. The level of theory is wB97M-V/def2-TZVPD.

CARTESIAN COORDINATES (ANGSTROEM)
O: 2.113 -0.174 0.714
N: -0.623 0.616 -0.575
C: 1.568 -0.765 -0.148
C: -0.998 -1.391 0.216
C: 0.175 -0.629 -0.604
C: 0.371 1.692 -0.187
C: -1.399 0.150 0.620
H: -1.621 -1.750 -0.532
H: -0.146 2.716 0.436
H: -2.473 0.260 0.551
H: 0.936 1.868 -1.063
H: -0.405 -2.197 0.642
H: 1.251 1.469 0.542
H: 1.994 -1.515 -0.893
H: 0.348 -0.963 -1.543
H: -1.091 0.613 1.826

Forces on the atoms, in the same order (eV/Å):
O 1.890 -0.193 1.409
N 2.134 1.334 3.298
C -0.796 -1.044 -1.036
C 3.684 2.554 -0.173
C -2.723 0.359 1.251
C -0.946 2.720 3.217
C 0.757 -1.208 2.770
H -1.535 -0.690 -1.008
H 1.167 -2.910 -2.664
H -0.142 0.376 -0.139
H 0.153 1.200 -1.277
H -1.115 0.004 1.492
H -2.380 -0.152 -0.853
H 0.849 0.262 1.111
H -0.550 -1.063 -3.554
H -0.447 -1.549 -3.845

As for the strongest force on any atom: 4.486 eV/A. The HOMO energy comes out at -9.0 eV. The calculation puts the frontier orbital gap at 9.7 eV. The charge is 0.